(1)
Molecular formula: C6H7NO2
Method: DFT, ωB97M-V with the def2-TZVPD basis set

## Properties
HOMO level ... -8.09 eV
Orbital gap ... 9.13 eV
E ... -437.86095 Eh
SMILES ... COC1=C[C@H]2N[C@H]2C1=O
F_max ... 7.66 eV/A
ΔE to the lowest compared entry with this formula, charge and spin ... 129.8 kcal per mole
Net charge ... 0
LUMO energy ... 1.048 eV

```
16
Properties=species:S:1:pos:R:3:lowdin_charge:R:1
C -1.7357 0.9976 0.1344 -0.237
C -0.2582 1.3529 -0.4035 0.003
C -0.4411 -0.8934 0.1915 -0.173
C -2.1245 -0.4613 0.5113 -0.122
C 0.6515 0.3578 -0.5172 -0.166
C 2.5574 -1.1222 -1.0783 -0.039
N -2.4931 0.0966 -0.7091 0.011
O -0.0802 -1.9038 0.6751 0.073
O 1.9491 0.1739 -0.7934 -0.088
H -2.2404 1.9468 0.5453 0.148
H 0.0667 2.3304 -0.5381 0.069
H -2.5497 -0.9688 1.3679 0.135
H 1.8540 -1.8401 -1.6798 0.130
H 2.7763 -1.6405 -0.1175 0.092
H 3.4855 -0.8686 -1.5708 0.078
H -3.4670 0.2385 -0.6767 0.088
```


(2)
Molecular formula: C6H7NO2
Method: DFT, ωB97M-V with the def2-TZVPD basis set

## Properties
HOMO level ... -8.65 eV
Orbital gap ... 9.45 eV
E ... -438.02248 Eh
SMILES ... CC(=O)Nc1ccco1
F_max ... 6.24 eV/A
ΔE to the lowest compared entry with this formula, charge and spin ... 28.4 kcal per mole
Net charge ... 0
LUMO energy ... 0.794 eV

```
16
Properties=species:S:1:pos:R:3:lowdin_charge:R:1
C -3.2409 0.2929 -0.3013 0.017
C -1.7809 -0.1437 0.2081 -0.490
C 0.5588 0.3657 -0.1834 -0.329
C 1.5724 1.1518 0.4139 -0.001
C 2.7515 0.3412 0.3246 -0.090
C 2.4223 -0.8207 -0.3007 -0.077
H -3.6132 1.2722 0.1577 0.112
H -3.9333 -0.4134 0.0529 0.052
H -3.3715 0.1219 -1.2586 0.007
H -1.0679 1.2909 -1.1856 0.186
H 1.4558 2.1560 0.8924 0.120
H 3.7064 0.6990 0.6852 0.100
H 2.7819 -1.8209 -0.6701 0.141
N -0.8095 0.5985 -0.4123 0.112
O -1.5475 -1.0197 0.9803 0.103
O 1.0486 -0.8075 -0.5747 0.036
```


(3)
Molecular formula: C6H7NO3
Method: DFT, ωB97M-V with the def2-TZVPD basis set

## Properties
HOMO level ... -9.32 eV
Orbital gap ... 9.66 eV
E ... -513.26689 Eh
SMILES ... NCc1cc(=O)c(O)co1
F_max ... 2.64 eV/A
ΔE to the lowest compared entry with this formula, charge and spin ... 29.0 kcal per mole
Net charge ... 0
LUMO energy ... 0.347 eV

```
17
Properties=species:S:1:pos:R:3:lowdin_charge:R:1
C 2.0427 0.2152 -0.4721 -0.152
C 0.5274 0.0246 -0.2422 -0.253
C -0.3311 1.0511 -0.2344 0.046
C -1.6999 0.8434 -0.0086 -0.362
C -2.0581 -0.6130 0.0998 -0.193
C -1.1289 -1.5539 0.0016 -0.007
H 2.8936 0.7565 1.4704 0.086
H 3.1259 -0.7799 1.1081 0.042
H 2.3530 -0.5239 -1.1936 0.111
H 2.1156 1.1813 -0.9605 0.106
H 0.0031 2.0760 -0.5578 0.154
H -3.7160 0.1625 0.1358 0.080
H -1.3577 -2.5955 -0.1897 0.145
N 3.0431 0.1052 0.6613 0.008
O -2.5822 1.6540 0.2576 0.064
O -3.4351 -0.7589 0.1887 0.062
O 0.2046 -1.2448 -0.0644 0.063
```


(4)
Molecular formula: C6H7NO3
Method: DFT, ωB97M-V with the def2-TZVPD basis set

## Properties
HOMO level ... -9.69 eV
Orbital gap ... 9.15 eV
E ... -513.21352 Eh
SMILES ... O=C1C=CCCC(=O)N1O
F_max ... 4.63 eV/A
ΔE to the lowest compared entry with this formula, charge and spin ... 62.5 kcal per mole
Net charge ... 0
LUMO energy ... -0.543 eV

```
17
Properties=species:S:1:pos:R:3:lowdin_charge:R:1
C -0.3127 -1.6388 0.2192 -0.022
C -1.4341 -0.9609 0.3838 -0.042
C 1.0661 -1.3177 -0.1005 -0.318
C 0.7569 1.2396 0.0851 -0.399
C -1.6700 0.5474 0.1762 -0.178
C -0.6077 1.3281 -0.5491 -0.111
N 1.4410 0.0698 0.0099 0.015
O 2.0672 -2.0665 -0.1181 0.058
O 2.8727 0.2433 0.0149 0.063
O 1.4473 2.2383 0.3713 0.078
H -0.4512 -2.7763 0.2539 0.146
H -2.3567 -1.4686 0.6725 0.114
H -2.6149 0.7177 -0.4212 0.140
H -1.8273 0.9368 1.1033 0.084
H -1.0703 2.3914 -0.5167 0.154
H -0.4745 1.1773 -1.6626 0.151
H 3.1684 -0.6610 0.0779 0.066
```


(5)
Molecular formula: C6H7NO3P
Method: DFT, ωB97M-V with the def2-TZVPD basis set

## Properties
HOMO level ... -4.10 eV
Orbital gap ... 7.79 eV
E ... -854.73333 Eh
SMILES ... O=C1C[C@@H]2N1C=CC[P@@]2(=O)[O-]
F_max ... 4.89 eV/A
ΔE to the lowest compared entry with this formula, charge and spin ... 49.1 kcal per mole
Net charge ... -1
LUMO energy ... 3.690 eV

```
18
Properties=species:S:1:pos:R:3:lowdin_charge:R:1
C 0.5230 -1.8540 0.7196 -0.130
C -0.7292 -1.3651 0.4429 -0.135
C -2.0248 0.6089 0.0314 -0.422
C 1.6824 -1.2683 -0.0001 -0.262
C -1.2677 1.9138 -0.4727 0.057
C -0.0350 0.6579 -0.7662 -0.227
N -0.9938 -0.2558 -0.2305 -0.075
O 1.2132 0.7948 1.5717 -0.349
O -3.1822 0.4215 0.4089 0.027
O 2.5453 1.1964 -0.7363 -0.414
P 1.4951 0.5657 0.1412 0.303
H 0.6724 -2.5403 1.5199 0.075
H -1.5284 -1.5752 1.1158 0.112
H 2.6943 -1.3807 0.3477 0.063
H 1.7309 -1.5436 -1.1259 0.111
H -1.6804 2.2936 -1.4314 0.094
H -1.0598 2.5513 0.3274 0.063
H -0.0555 0.7790 -1.8635 0.110
```


(6)
Molecular formula: C6H7NO4
Method: DFT, ωB97M-V with the def2-TZVPD basis set

## Properties
HOMO level ... -9.02 eV
Orbital gap ... 9.79 eV
E ... -588.38520 Eh
F_max ... 3.53 eV/A
ΔE to the lowest compared entry with this formula, charge and spin ... 105.5 kcal per mole
Net charge ... 0
LUMO energy ... 0.766 eV

```
18
Properties=species:S:1:pos:R:3:lowdin_charge:R:1
C 2.3410 1.6642 -0.1946 -0.273
C 2.5086 -0.7750 -0.1480 -0.499
C -2.1652 -0.1617 0.5762 -0.141
C -1.8323 0.1731 -0.9686 -0.189
C -0.8580 -0.7407 1.1168 -0.047
C -0.3992 -0.1953 -1.2719 -0.003
N 0.0335 -0.6322 -0.1588 -0.139
O 2.7337 0.4359 -0.7418 0.080
O 1.7675 1.7417 0.8157 0.144
O 3.4201 -1.3886 0.3630 0.166
O 1.2602 -1.2709 -0.0434 0.079
H 2.4647 2.3496 -1.0633 0.167
H -2.6321 0.7358 1.1804 0.136
H -3.0175 -0.8512 0.3947 0.101
H -2.3763 -0.3129 -1.7242 0.067
H -2.1166 1.2632 -1.2140 0.126
H -0.2298 -0.2765 1.9300 0.145
H -0.9021 -1.7585 1.1517 0.080
```


(7)
Molecular formula: C6H7NS
Method: DFT, ωB97M-V with the def2-TZVPD basis set

## Properties
HOMO level ... -8.07 eV
Orbital gap ... 7.55 eV
E ... -685.75449 Eh
SMILES ... C/C=C1\C=CC(=S)N1
F_max ... 0.97 eV/A
ΔE to the lowest compared entry with this formula, charge and spin ... 9.7 kcal per mole
Net charge ... 0
LUMO energy ... -0.521 eV

```
15
Properties=species:S:1:pos:R:3:lowdin_charge:R:1
C 1.7884 -0.6096 1.5767 -0.091
C 1.3997 -0.2267 0.1901 -0.069
C 0.1421 0.0292 -0.2229 -0.277
C -1.5551 0.5941 -1.6698 -0.863
C -2.1103 0.3387 -0.3282 -0.070
C -1.1118 0.0096 0.5161 -0.004
H 0.9384 -0.6629 2.2392 0.058
H 2.2909 -1.5758 1.5795 0.077
H 2.5031 0.1156 2.0012 0.085
H 2.1963 -0.1527 -0.5254 0.103
H 0.4277 0.4922 -2.3048 0.149
H -3.1656 0.4174 -0.0877 0.109
H -1.1917 -0.2002 1.5957 0.121
N -0.2086 0.4002 -1.5256 0.047
S -2.3434 1.0310 -3.0339 0.624
```


(8)
Molecular formula: C6H7NS
Method: DFT, ωB97M-V with the def2-TZVPD basis set

## Properties
HOMO level ... -8.49 eV
Orbital gap ... 9.25 eV
E ... -685.66206 Eh
SMILES ... C#C[C@@]1(C)C=NSC1
F_max ... 3.32 eV/A
ΔE to the lowest compared entry with this formula, charge and spin ... 67.7 kcal per mole
Net charge ... 0
LUMO energy ... 0.760 eV

```
15
Properties=species:S:1:pos:R:3:lowdin_charge:R:1
C -0.7630 1.6500 0.6704 -0.035
C -0.5962 0.2493 0.1105 -0.592
C 0.3561 0.2223 -1.1327 -0.410
C 0.1031 -0.6856 1.0909 -0.171
C -1.8844 -0.2395 -0.2132 -0.125
C -2.9234 -0.7817 -0.4983 0.166
H 0.2055 2.0811 0.8420 0.078
H -1.3377 2.3405 -0.0085 0.117
H -1.3386 1.5349 1.5295 0.065
H 0.0839 -0.6535 -1.6681 0.068
H 0.2872 1.1091 -1.7818 0.104
H -0.5761 -1.2541 1.8114 0.149
H -3.8178 -1.2855 -0.4968 0.009
N 1.3883 -0.8235 0.9126 -0.305
S 1.9389 -0.0373 -0.4238 0.881
```


(9)
Molecular formula: C6H7NaO7
Method: DFT, ωB97M-V with the def2-TZVPD basis set

## Properties
HOMO level (spin up / spin down) ... -2.42 / -4.35 eV
Orbital gap (spin up / spin down) ... 2.23 / 4.16 eV
E ... -921.63117 Eh
F_max ... 6.65 eV/A
2S+1 ... 2
ΔE to the lowest compared entry with this formula, charge and spin ... 125.4 kcal per mole
Net charge ... -1
Expectation value of S² ... 0.77
LUMO energy (spin up / spin down) ... -0.182 / -0.184 eV

```
21
Properties=species:S:1:pos:R:3:lowdin_charge:R:1
C -0.0569 -0.2211 -0.6993 -0.203
C -1.3446 -0.3426 0.0989 -0.163
O -2.1622 0.7861 -0.1904 0.007
C -3.3539 0.8806 0.4170 -0.815
O -3.7482 -0.0274 1.1900 -0.072
O -4.0232 1.9167 0.1770 -0.084
H 0.1901 0.8529 -0.6753 0.147
H 1.2972 -0.3922 -1.4975 0.188
H -1.1095 -0.3860 1.1725 0.137
H -1.9072 -1.2629 -0.1050 0.123
C 1.0863 -1.1172 -0.3309 -0.222
C 2.3286 -0.5931 0.2955 -0.120
O 2.5648 0.7347 0.3359 -0.013
C 3.8917 1.2295 0.4128 -0.787
O 4.6546 0.6745 1.2117 -0.034
O 4.1109 2.1094 -0.4304 -0.030
H 3.1183 -1.2462 0.6660 0.108
H 0.7690 -1.8802 0.4097 0.130
Na -6.4026 1.3176 1.6395 0.838
O -0.2396 -1.6141 -1.6773 -0.160
H 0.3365 -1.4190 -2.4205 0.026
```


(10)
Molecular formula: C6H7O6Sr
Method: DFT, ωB97M-V with the def2-TZVPD basis set

## Properties
HOMO level (spin up / spin down) ... -5.57 / -9.53 eV
Orbital gap (spin up / spin down) ... 5.43 / 9.22 eV
E ... -714.95862 Eh
F_max ... 4.86 eV/A
2S+1 ... 2
ΔE to the lowest compared entry with this formula, charge and spin ... 0.0 kcal per mole
Net charge ... 0
Expectation value of S² ... 0.75
LUMO energy (spin up / spin down) ... -0.146 / -0.311 eV

```
20
Properties=species:S:1:pos:R:3:lowdin_charge:R:1
O 2.2782 1.3449 -0.1748 -0.192
C 1.8414 0.3649 0.4888 -0.828
O 2.2867 -0.8088 0.2185 -0.214
O 0.6835 0.4186 1.1011 0.038
Sr 4.4204 0.2119 -1.2086 1.027
C 0.1370 -1.0168 1.2744 -0.116
C -0.7240 -1.4240 0.0878 -0.150
C -1.9963 -2.0882 0.5175 -0.068
C -3.2264 -1.7233 0.1679 -0.119
O -3.4438 -0.6753 -0.7193 0.055
C -3.9317 0.5069 -0.3160 -0.618
O -4.4156 1.2750 -1.1025 0.144
O -3.8330 0.7864 0.9748 0.159
H -0.4727 -0.8535 2.1712 0.117
H 0.8012 -1.8256 1.6011 0.125
H -0.1544 -2.1307 -0.5378 0.129
H -0.9389 -0.5473 -0.5375 0.135
H -1.9297 -2.9676 1.1628 0.123
H -4.1248 -2.2668 0.4678 0.136
H -3.2915 0.1542 1.4706 0.115
```


Q: net charge of number 3 (C6H7NO3)?
A: 0


Q: Which of these has the highest ΔE to the lowest compared entry with this formula, charge and spin?
A: number 1


Q: net charge of number 10 (C6H7O6Sr)?
A: 0